Below is C27H52OP2RhSi as an isolated structure in a non-equilibrium geometry, with properties calculated with the ωB97M-V functional and the def2-TZVPD basis.

Summary:
Relative energy (zero: lowest compared OMol25 entry of this formula, charge and spin) ... 0.00 kcal/mol
Net charge ... +1
⟨S²⟩ ... 6.025
Spin multiplicity ... 5
HOMO-LUMO gap (spin up / spin down) ... 0.22473 / 0.22404 Ha

Element x y z (Å)
Rh (-0.41, 1.19, 0.39)
C (-2.22, -0.57, 2.06)
C (-2.46, 0.78, 1.47)
C (-3.39, -0.86, 0.09)
C (-2.75, -1.51, 1.19)
C (-3.28, 0.52, 0.24)
C (-1.72, -0.86, 3.42)
H (-1.36, 0.04, 3.92)
H (-0.90, -1.60, 3.41)
H (-2.52, -1.30, 4.04)
C (-2.83, -2.97, 1.42)
H (-2.20, -3.26, 2.27)
H (-2.52, -3.54, 0.54)
H (-3.86, -3.30, 1.66)
C (-4.13, -1.59, -0.97)
H (-4.92, -2.23, -0.55)
H (-3.45, -2.24, -1.53)
H (-4.59, -0.88, -1.66)
C (-4.05, 1.54, -0.49)
H (-5.11, 1.52, -0.19)
H (-4.05, 1.37, -1.58)
H (-3.67, 2.55, -0.31)
C (-2.94, 1.88, 2.38)
H (-4.03, 1.85, 2.56)
H (-2.77, 2.85, 1.90)
H (-2.48, 1.84, 3.37)
C (4.09, 1.23, 0.70)
C (3.55, 1.54, 1.88)
C (3.42, 2.94, 2.38)
C (2.88, 4.01, 1.39)
C (1.91, 3.52, 0.36)
C (2.27, 3.05, -0.84)
C (3.67, 2.81, -1.26)
C (4.68, 2.21, -0.24)
H (4.40, 3.33, 2.71)
H (3.72, 4.55, 0.93)
H (2.76, 2.91, 3.25)
H (5.19, 3.04, 0.29)
H (4.25, 0.17, 0.45)
H (3.35, 0.75, 2.60)
H (5.45, 1.70, -0.85)
H (3.62, 2.15, -2.14)
H (1.57, 3.06, -1.68)
H (4.13, 3.75, -1.62)
H (2.36, 4.74, 2.03)
H (0.85, 3.65, 0.62)
P (0.80, -0.87, 0.25)
P (-0.46, 0.98, -1.85)
C (1.94, -0.23, -1.00)
C (1.15, 0.23, -2.23)
H (2.68, -1.01, -1.21)
H (2.42, 0.63, -0.52)
H (1.70, 0.94, -2.84)
H (0.96, -0.64, -2.86)
C (-1.63, 0.16, -2.93)
H (-2.66, 0.36, -2.63)
H (-1.44, -0.92, -2.91)
H (-1.45, 0.56, -3.94)
C (-0.75, 2.75, -2.11)
H (-0.12, 3.07, -2.94)
H (-0.48, 3.29, -1.19)
H (-1.82, 2.92, -2.30)
C (1.65, -1.77, 1.54)
H (1.06, -1.75, 2.46)
H (2.62, -1.29, 1.74)
H (1.84, -2.82, 1.29)
C (0.70, 1.03, 1.98)
H (-0.18, 1.40, 2.54)
H (1.39, 1.84, 1.78)
H (1.19, 0.23, 2.54)
C (-1.64, -3.98, -2.25)
Si (-0.07, -3.44, -1.34)
C (0.26, -4.76, -0.07)
C (1.25, -3.42, -2.66)
O (-0.13, -1.94, -0.55)
H (-1.39, -4.89, -2.84)
H (-1.98, -3.23, -2.97)
H (-2.47, -4.27, -1.60)
H (0.67, -5.58, -0.68)
H (1.00, -4.49, 0.70)
H (-0.66, -5.12, 0.40)
H (0.87, -2.90, -3.55)
H (2.19, -2.95, -2.33)
H (1.49, -4.46, -2.95)


Below is C19H39Br4N4O6V as an isolated structure in a non-equilibrium geometry, with properties calculated with the ωB97M-V functional and the def2-TZVPD basis.

Summary:
Net charge ... +1
⟨S²⟩ ... 0.817
Spin multiplicity ... 2
HOMO-LUMO gap (spin up / spin down) ... 0.17171 / 0.19747 Ha

Element x y z (Å)
O (2.41, 1.86, -3.04)
V (0.90, 1.64, -3.42)
C (0.38, -0.08, 0.35)
C (0.46, 0.47, -1.04)
O (0.95, -0.15, -2.00)
O (0.17, 1.64, -1.22)
H (0.28, -1.16, 0.41)
H (-0.26, 0.27, 1.16)
H (1.35, 0.24, 0.74)
C (2.00, -3.49, -0.79)
O (1.46, -4.50, -0.41)
N (3.13, -2.98, -0.26)
C (3.69, -1.81, -0.87)
C (3.72, -3.68, 0.95)
H (1.51, -2.89, -1.58)
H (3.54, -1.04, -0.11)
H (3.10, -1.51, -1.74)
H (4.73, -1.90, -1.19)
H (4.81, -3.59, 0.99)
H (3.51, -3.15, 1.87)
H (3.53, -4.74, 1.13)
C (-2.38, 1.03, -3.75)
O (-1.20, 1.26, -3.85)
N (-3.15, 0.52, -4.75)
C (-4.48, 0.00, -4.63)
C (-2.64, 0.12, -6.11)
H (-3.03, 1.08, -2.87)
H (-4.37, -1.08, -4.71)
H (-5.13, 0.36, -5.43)
H (-4.98, 0.23, -3.70)
H (-3.35, -0.02, -6.92)
H (-1.91, 0.82, -6.52)
H (-2.12, -0.83, -6.02)
C (2.69, 2.30, 3.29)
O (1.71, 2.90, 2.83)
N (3.51, 2.81, 4.27)
C (3.03, 4.04, 5.09)
C (4.79, 2.40, 4.59)
H (2.89, 1.26, 2.97)
H (3.16, 4.02, 6.17)
H (1.99, 4.35, 5.02)
H (3.78, 4.78, 4.81)
H (4.75, 1.84, 5.52)
H (5.20, 1.76, 3.81)
H (5.44, 3.25, 4.78)
C (0.61, -0.95, 3.74)
C (-0.59, -1.86, 4.15)
C (-1.87, -1.11, 4.66)
C (-1.44, -0.02, 5.50)
N (-1.04, 0.77, 6.20)
H (1.13, -1.52, 2.98)
H (1.22, -0.67, 4.60)
H (0.20, -0.07, 3.25)
H (-0.23, -2.47, 4.97)
H (-0.95, -2.43, 3.29)
H (-2.60, -1.75, 5.17)
H (-2.33, -0.64, 3.80)
Br (-3.26, 1.76, 0.59)
C (-2.93, 3.23, -0.77)
C (-4.27, 3.86, -1.24)
Br (-3.95, 5.71, -1.96)
H (-2.28, 2.73, -1.49)
H (-2.29, 3.91, -0.20)
H (-4.89, 3.90, -0.35)
H (-4.71, 3.16, -1.95)
Br (-2.40, -1.86, -1.72)
C (-1.29, -2.49, -3.16)
C (-1.99, -3.53, -4.06)
Br (-0.90, -4.54, -5.37)
H (-0.43, -2.94, -2.65)
H (-0.88, -1.67, -3.75)
H (-2.70, -2.90, -4.61)
H (-2.54, -4.24, -3.44)


Below is C4H6O4 as an isolated structure in a non-equilibrium geometry, with properties calculated with the ωB97M-V functional and the def2-TZVPD basis.

Summary:
Relative energy (zero: lowest compared OMol25 entry of this formula, charge and spin) ... 313.89 kcal/mol
HOMO-LUMO gap ... 0.24222 Ha

Element x y z (Å)
C (0.23, 0.56, 0.18)
C (0.83, -0.62, -0.51)
C (-0.56, -0.96, -0.74)
C (-1.21, 0.46, -0.65)
H (1.28, 2.33, 1.33)
H (0.26, 0.51, 1.20)
H (1.18, 0.09, -1.20)
H (1.32, -1.90, 0.84)
H (-1.28, 1.44, -1.44)
H (-1.45, -0.65, 1.31)
O (0.90, 1.76, -0.38)
O (1.87, -1.36, 0.02)
O (-1.07, -1.90, -0.20)
O (-2.30, 0.24, 0.24)


Below is a 2-piece molecular cluster, C10H11O overall in a non-equilibrium geometry, with properties calculated with the ωB97M-V functional and the def2-TZVPD basis.

Summary:
Relative energy (zero: lowest compared OMol25 entry of this formula, charge and spin) ... 39.76 kcal/mol
Net charge ... +1
HOMO-LUMO gap ... 0.32417 Ha

Element x y z (Å)
C (-3.67, -0.39, -0.06)
C (-2.75, -1.44, -0.08)
C (-3.23, 0.93, -0.04)
C (-1.40, -1.18, -0.10)
C (-1.88, 1.21, -0.04)
C (-0.94, 0.16, -0.08)
C (2.38, -1.95, 0.38)
C (1.78, -1.40, -0.62)
C (0.44, 0.42, -0.13)
C (2.39, 1.75, -0.09)
O (0.99, 1.55, 0.02)
H (-4.73, -0.60, -0.06)
H (-3.11, -2.46, -0.09)
H (-3.95, 1.74, -0.03)
H (-0.68, -1.98, -0.12)
H (-1.53, 2.23, -0.03)
H (3.01, -2.82, 0.21)
H (2.31, -1.63, 1.41)
H (1.67, -1.51, -1.67)
H (2.89, 0.83, -0.42)
H (2.55, 2.55, -0.81)
H (2.76, 2.06, 0.88)


Below is a 2-piece molecular cluster, C7H14N2O2S overall in a non-equilibrium geometry, with properties calculated with the ωB97M-V functional and the def2-TZVPD basis.

Summary:
Relative energy (zero: lowest compared OMol25 entry of this formula, charge and spin) ... 142.10 kcal/mol
HOMO-LUMO gap ... 0.26667 Ha

Element x y z (Å)
C (0.16, -0.20, -2.17)
C (0.44, 1.22, -2.33)
C (-0.44, 1.61, 0.94)
C (0.92, 1.50, 1.41)
C (1.02, 0.57, -1.16)
C (0.53, 0.96, 0.06)
C (2.50, 0.14, -0.98)
N (-2.43, -2.81, 1.54)
N (-0.12, -1.57, 1.09)
O (-2.06, -0.36, 2.15)
O (-2.24, -1.12, -0.21)
S (-1.71, -1.36, 1.12)
H (-0.82, -0.61, -1.77)
H (0.81, -0.98, -2.65)
H (1.01, 1.71, -3.13)
H (-0.45, 1.83, -2.02)
H (-1.17, 0.82, 1.32)
H (-1.11, 2.39, 0.60)
H (1.47, 2.39, 1.34)
H (1.11, 0.89, 2.31)
H (3.02, -0.42, -1.75)
H (2.49, -0.42, -0.02)
H (2.96, 1.09, -0.81)
H (-2.99, -3.05, 0.69)
H (-3.12, -2.74, 2.40)
H (0.20, -1.49, 1.99)


Below is a 2-piece molecular cluster, C17H16N2O3 overall, with properties calculated with the ωB97M-V functional and the def2-TZVPD basis.

Summary:
Structure (SMILES) ... CCOCc1cnc2ccccc2n1.O=C1C=CC(=O)C=C1
Relative energy (zero: lowest compared OMol25 entry of this formula, charge and spin) ... 75.95 kcal/mol
HOMO-LUMO gap ... 0.27585 Ha

Element x y z (Å)
C (-1.24, -1.18, -5.02)
C (0.26, -1.32, -5.23)
O (0.84, -2.49, -4.67)
C (0.65, -2.64, -3.28)
C (1.15, -1.47, -2.47)
C (2.47, -0.97, -2.70)
N (2.97, 0.03, -2.04)
C (2.17, 0.60, -1.10)
C (2.65, 1.69, -0.35)
C (1.86, 2.26, 0.61)
C (0.56, 1.77, 0.85)
C (0.06, 0.72, 0.13)
C (0.86, 0.11, -0.86)
N (0.36, -0.94, -1.57)
H (-1.79, -1.91, -5.63)
H (-1.55, -0.19, -5.34)
H (-1.54, -1.29, -3.98)
H (0.77, -0.42, -4.86)
H (0.47, -1.40, -6.30)
H (-0.39, -2.84, -3.01)
H (1.23, -3.53, -3.00)
H (3.08, -1.44, -3.47)
H (3.65, 2.05, -0.55)
H (2.22, 3.10, 1.19)
H (-0.07, 2.23, 1.60)
H (-0.93, 0.33, 0.32)
O (-1.36, 1.42, 7.60)
C (-1.53, 1.12, 6.44)
C (-0.66, 0.12, 5.77)
C (-0.85, -0.21, 4.49)
C (-1.93, 0.40, 3.69)
O (-2.10, 0.11, 2.53)
C (-2.80, 1.40, 4.36)
C (-2.62, 1.73, 5.63)
H (0.13, -0.31, 6.37)
H (-0.22, -0.93, 3.98)
H (-3.59, 1.84, 3.75)
H (-3.24, 2.46, 6.15)


Below is a 12-piece molecular cluster, C74H57N2O22P overall in a non-equilibrium geometry, with properties calculated with the ωB97M-V functional and the def2-TZVPD basis.

Summary:
Structure (SMILES) ... CCP(CC)[C@H](C#N)CC#N.O=C1C=CC(=O)C=C1.O=C1C=CC(=O)C=C1.O=C1C=CC(=O)C=C1.O=C1C=CC(=O)C=C1.O=C1C=CC(=O)C=C1.O=C1C=CC(=O)C=C1.O=C1C=CC(=O)C=C1.O=C1C=CC(=O)C=C1.O=C1C=CC(=O)C=C1.O=C1C=CC(=O)C=C1.O=C1C=CC(=O)C=C1
HOMO-LUMO gap ... 0.22204 Ha

Element x y z (Å)
C (1.37, 1.24, -3.06)
C (1.02, 2.58, -2.36)
P (-0.53, 3.44, -2.92)
C (-0.08, 5.09, -3.57)
C (0.66, 5.13, -4.90)
C (-1.40, 2.48, -4.27)
C (-2.61, 3.22, -4.56)
N (-3.61, 3.82, -4.66)
C (-1.79, 1.04, -3.88)
C (-1.92, 0.82, -2.45)
N (-2.14, 0.61, -1.33)
H (2.44, 1.22, -3.20)
H (0.92, 1.11, -4.03)
H (1.15, 0.43, -2.38)
H (1.84, 3.26, -2.54)
H (0.94, 2.47, -1.30)
H (-0.96, 5.72, -3.64)
H (0.55, 5.54, -2.81)
H (1.06, 6.12, -5.09)
H (1.51, 4.45, -4.94)
H (0.00, 4.92, -5.74)
H (-0.82, 2.49, -5.19)
H (-2.75, 0.82, -4.33)
H (-1.10, 0.33, -4.30)
O (1.72, 4.46, -0.01)
C (2.28, 4.09, 1.01)
C (3.75, 4.17, 1.14)
C (4.37, 3.76, 2.25)
C (3.60, 3.21, 3.40)
O (4.16, 2.84, 4.41)
C (2.12, 3.13, 3.26)
C (1.51, 3.54, 2.15)
H (4.30, 4.58, 0.30)
H (5.44, 3.81, 2.37)
H (1.58, 2.72, 4.10)
H (0.44, 3.48, 2.03)
O (-5.65, 5.16, 3.90)
C (-4.55, 4.64, 3.92)
C (-4.40, 3.17, 3.89)
C (-3.20, 2.60, 3.92)
C (-1.97, 3.42, 4.00)
O (-0.87, 2.89, 4.04)
C (-2.11, 4.89, 4.04)
C (-3.31, 5.46, 4.00)
H (-5.31, 2.59, 3.83)
H (-3.06, 1.53, 3.90)
H (-1.20, 5.47, 4.10)
H (-3.45, 6.54, 4.03)
O (3.53, -1.15, -2.54)
C (2.95, -2.09, -2.03)
C (1.67, -2.59, -2.60)
C (1.04, -3.62, -2.05)
C (1.57, -4.31, -0.85)
O (0.99, -5.25, -0.35)
C (2.85, -3.80, -0.28)
C (3.49, -2.78, -0.83)
H (1.30, -2.08, -3.47)
H (0.10, -4.00, -2.44)
H (3.23, -4.32, 0.59)
H (4.42, -2.40, -0.43)
O (8.79, 2.55, -1.10)
C (8.21, 1.61, -0.61)
C (6.94, 1.10, -1.17)
C (6.30, 0.06, -0.62)
C (6.84, -0.62, 0.57)
O (6.26, -1.56, 1.08)
C (8.12, -0.11, 1.14)
C (8.75, 0.92, 0.59)
H (6.56, 1.61, -2.05)
H (5.37, -0.32, -1.03)
H (8.49, -0.63, 2.02)
H (9.68, 1.30, 0.99)
O (-5.27, 0.77, 5.24)
C (-5.57, 0.82, 6.42)
C (-6.52, -0.16, 7.00)
C (-6.86, -0.11, 8.28)
C (-6.30, 0.92, 9.19)
O (-6.61, 0.97, 10.36)
C (-5.35, 1.91, 8.60)
C (-5.01, 1.86, 7.32)
H (-6.92, -0.91, 6.32)
H (-7.55, -0.82, 8.72)
H (-4.95, 2.65, 9.28)
H (-4.32, 2.56, 6.87)
O (-8.70, -2.47, 6.31)
C (-9.09, -2.66, 5.17)
C (-9.39, -4.03, 4.69)
C (-9.81, -4.24, 3.44)
C (-10.00, -3.12, 2.49)
O (-10.39, -3.31, 1.36)
C (-9.71, -1.75, 2.98)
C (-9.28, -1.54, 4.22)
H (-9.24, -4.83, 5.39)
H (-10.02, -5.23, 3.06)
H (-9.85, -0.94, 2.27)
H (-9.06, -0.55, 4.60)
O (-7.19, -5.56, 4.33)
C (-6.08, -5.09, 4.25)
C (-5.50, -4.30, 5.37)
C (-4.29, -3.77, 5.29)
C (-3.45, -3.94, 4.08)
O (-2.34, -3.46, 4.01)
C (-4.03, -4.73, 2.96)
C (-5.24, -5.26, 3.04)
H (-6.13, -4.19, 6.25)
H (-3.85, -3.20, 6.10)
H (-3.40, -4.84, 2.08)
H (-5.68, -5.83, 2.23)
O (2.94, -1.41, 6.80)
C (2.23, -0.48, 7.10)
C (1.20, 0.04, 6.16)
C (0.42, 1.07, 6.49)
C (0.55, 1.74, 7.81)
O (-0.17, 2.67, 8.10)
C (1.57, 1.22, 8.74)
C (2.35, 0.20, 8.42)
H (1.13, -0.46, 5.20)
H (-0.33, 1.46, 5.82)
H (1.65, 1.73, 9.70)
H (3.11, -0.20, 9.09)
O (2.95, -8.47, -7.27)
C (2.64, -7.38, -6.85)
C (2.51, -7.12, -5.39)
C (2.17, -5.93, -4.93)
C (1.90, -4.79, -5.85)
O (1.60, -3.70, -5.42)
C (2.03, -5.05, -7.30)
C (2.37, -6.25, -7.77)
H (2.72, -7.96, -4.74)
H (2.08, -5.72, -3.87)
H (1.83, -4.21, -7.96)
H (2.46, -6.45, -8.82)
O (2.15, 7.99, -5.19)
C (2.37, 8.79, -4.31)
C (2.94, 10.13, -4.61)
C (3.19, 11.01, -3.65)
C (2.90, 10.69, -2.23)
O (3.12, 11.49, -1.35)
C (2.33, 9.35, -1.92)
C (2.09, 8.47, -2.89)
H (3.14, 10.34, -5.66)
H (3.60, 11.99, -3.85)
H (2.13, 9.14, -0.88)
H (1.67, 7.49, -2.69)
O (5.65, -10.80, -11.99)
C (5.35, -9.71, -11.56)
C (5.22, -9.46, -10.11)
C (4.88, -8.26, -9.64)
C (4.61, -7.13, -10.56)
O (4.30, -6.03, -10.13)
C (4.73, -7.38, -12.02)
C (5.07, -8.58, -12.48)
H (5.42, -10.29, -9.45)
H (4.79, -8.05, -8.59)
H (4.53, -6.54, -12.67)
H (5.17, -8.78, -13.54)


Below is a 3-piece molecular cluster, C2H9NO2 overall in a non-equilibrium geometry, with properties calculated with the ωB97M-V functional and the def2-TZVPD basis.

Summary:
Relative energy (zero: lowest compared OMol25 entry of this formula, charge and spin) ... 24.31 kcal/mol
Net charge ... -1
⟨S²⟩ ... 0.754
Spin multiplicity ... 2
HOMO-LUMO gap (spin up / spin down) ... 0.22832 / 0.24944 Ha

Element x y z (Å)
C (-0.16, 1.55, -0.72)
C (0.16, -0.35, -1.53)
N (0.08, 0.14, -0.25)
H (0.75, 2.04, -1.11)
H (-0.34, 2.21, 0.15)
H (-1.01, 1.64, -1.43)
H (-0.56, -0.98, -2.10)
H (1.18, -0.38, -1.97)
H (0.60, 0.21, 1.45)
H (0.40, 0.02, 3.00)
O (1.08, 0.16, 2.32)
H (-0.46, -2.72, 1.10)
H (-0.62, -1.34, 0.45)
O (-1.10, -2.19, 0.64)


Below is a 2-piece molecular cluster, C18H19N3O2S overall in a non-equilibrium geometry, with properties calculated with the ωB97M-V functional and the def2-TZVPD basis.

Summary:
Relative energy (zero: lowest compared OMol25 entry of this formula, charge and spin) ... 397.13 kcal/mol
HOMO-LUMO gap ... 0.31767 Ha

Element x y z (Å)
C (-0.31, -0.24, 2.97)
H (0.13, 0.77, 3.10)
H (0.58, -0.66, 2.31)
H (-0.46, -0.79, 3.80)
C (-1.64, -0.40, 1.95)
C (-1.72, 0.51, 0.88)
N (-0.76, 1.04, 0.45)
N (0.52, 1.35, 0.63)
C (1.60, 0.97, 0.20)
N (1.97, -0.03, -0.71)
C (3.18, -0.07, -0.94)
O (3.51, -0.93, -1.92)
C (4.20, 0.33, -0.17)
C (5.16, 1.43, -0.86)
H (5.86, 1.83, -0.39)
H (5.60, 0.66, -1.47)
H (4.63, 1.93, -1.42)
H (4.70, -0.23, 0.65)
S (3.24, 1.66, 0.96)
C (0.86, -0.56, -1.38)
C (0.11, -1.67, -0.84)
C (-1.26, -1.99, -0.67)
C (-1.27, -3.04, 0.15)
C (-0.10, -3.26, 0.83)
O (0.83, -2.24, -0.09)
H (0.42, -3.95, 1.40)
H (-2.13, -3.92, 0.29)
H (-1.87, -1.52, -1.48)
H (0.10, 0.11, -1.74)
H (1.44, -1.09, -2.29)
C (-2.93, 0.86, 0.07)
C (-3.09, 1.69, -1.02)
C (-4.20, 1.92, -1.57)
C (-5.35, 0.95, -1.33)
C (-5.26, 0.05, -0.31)
C (-4.01, 0.16, 0.43)
H (-3.98, -0.80, 0.99)
H (-6.08, -0.49, 0.19)
H (-6.27, 1.25, -1.84)
H (-4.41, 2.76, -2.27)
H (-2.12, 2.26, -0.94)
H (-2.60, 0.25, 2.98)
H (-2.03, -1.30, 1.88)


no.,electronic energy (Eh)
1,-2217.61921
2,-12657.55391
3,-456.52068
4,-462.48583
5,-933.07453
6,-992.59035
7,-4959.77285
8,-286.73864
9,-1409.68966